(1)
# C24H31N3O3S

One molecule with the formula C24H31N3O3S (ωB97M-V/def2-TZVPD, OMol25).

Geometry (Å):
C (-4.973, -1.034, -0.638)
C (-3.593, -1.659, -0.752)
N (-2.804, -1.317, 0.411)
C (-1.622, -1.922, 0.670)
S (-1.169, -3.254, -0.214)
N (-0.880, -1.446, 1.699)
C (-1.321, -0.365, 2.553)
C (-0.966, 1.052, 2.052)
C (-1.793, 1.517, 0.898)
C (-3.030, 2.109, 0.940)
C (-3.898, 2.451, 2.099)
N (-3.458, 2.364, -0.343)
C (-2.502, 1.956, -1.232)
C (-2.481, 1.993, -2.619)
C (-1.366, 1.484, -3.252)
C (-0.297, 0.953, -2.525)
C (-0.315, 0.911, -1.149)
C (-1.431, 1.414, -0.485)
C (0.414, -2.044, 1.998)
C (1.538, -1.307, 1.315)
C (1.848, -1.616, -0.003)
C (2.813, -0.893, -0.686)
O (3.163, -1.145, -1.980)
C (2.525, -2.209, -2.647)
C (3.485, 0.176, -0.056)
O (4.437, 0.910, -0.743)
C (3.972, 1.604, -1.884)
C (3.204, 0.451, 1.286)
O (3.776, 1.408, 2.068)
C (4.839, 2.207, 1.598)
C (2.230, -0.298, 1.953)
H (-5.467, -1.368, 0.271)
H (-4.898, 0.052, -0.620)
H (-5.581, -1.323, -1.490)
H (-3.666, -2.749, -0.800)
H (-3.093, -1.315, -1.668)
H (-2.911, -0.360, 0.718)
H (-2.402, -0.445, 2.714)
H (-0.836, -0.508, 3.523)
H (-1.096, 1.738, 2.893)
H (0.086, 1.064, 1.764)
H (-4.763, 1.786, 2.147)
H (-4.266, 3.473, 2.014)
H (-3.343, 2.357, 3.028)
H (-4.313, 2.838, -0.579)
H (-3.307, 2.406, -3.180)
H (-1.316, 1.494, -4.330)
H (0.559, 0.568, -3.060)
H (0.512, 0.494, -0.595)
H (0.556, -2.038, 3.081)
H (0.385, -3.078, 1.645)
H (1.314, -2.416, -0.484)
H (2.726, -3.167, -2.158)
H (1.444, -2.057, -2.710)
H (2.950, -2.220, -3.650)
H (3.703, 0.920, -2.691)
H (3.105, 2.230, -1.640)
H (4.800, 2.235, -2.202)
H (4.507, 2.911, 0.830)
H (5.656, 1.601, 1.203)
H (5.181, 2.764, 2.471)
H (2.041, -0.052, 2.986)

As for the electronic energy: -46839.0897 eV. For the strongest force on any atom, the calculation gives 0.93 eV Å⁻¹. For the HOMO energy, the calculation gives -7.7 eV. The calculation puts the orbital gap at 8.30 eV. The energy relative to the best compared isomer or geometry (same formula, charge and spin) comes out at 130.6 kJ/mol. Its SMILES is CCNC(=S)N(CCc1c(C)[nH]c2ccccc12)Cc1cc(OC)c(OC)c(OC)c1.

***

(2)
# C4H7N

One molecule with the formula C4H7N in a non-equilibrium geometry (ωB97M-V/def2-TZVPD, OMol25).

Geometry (Å):
C (1.527, 0.398, 0.120)
C (0.965, -0.777, -0.056)
C (-0.448, -0.611, -0.512)
C (-1.163, 0.654, -0.136)
N (-1.487, -0.542, 0.591)
H (1.063, 1.342, -0.218)
H (2.620, 0.290, 0.472)
H (1.582, -1.636, 0.213)
H (-1.135, -1.049, -1.323)
H (-0.687, 1.544, 0.192)
H (-1.938, 0.642, -0.831)
H (-0.899, -0.255, 1.488)

As for the electronic energy: -5747.8660 eV. For the strongest force on any atom, the calculation gives 5.10 eV Å⁻¹. For the HOMO energy, the calculation gives -9.1 eV. The calculation puts the orbital gap at 10.31 eV. The energy relative to the best compared isomer or geometry (same formula, charge and spin) comes out at 342.6 kJ/mol. Its SMILES is C=C[C@@H]1CN1.

***

(3)
# C3H9O3

A 2-piece molecular cluster, C3H9O3 overall in a non-equilibrium geometry (ωB97M-V/def2-TZVPD, OMol25).

Geometry (Å):
C (-0.319, -0.770, 0.909)
O (-1.217, 0.117, 0.363)
C (1.067, -0.173, 1.291)
C (1.585, 0.973, 0.430)
O (1.039, 1.025, -0.892)
H (-0.724, -1.195, 1.850)
H (-0.122, -1.633, 0.234)
H (1.761, -1.023, 1.337)
H (1.020, 0.185, 2.319)
H (1.318, 1.933, 0.899)
H (2.674, 0.930, 0.329)
H (0.117, 0.715, -0.771)
H (-2.411, -1.616, -1.511)
H (-1.408, -0.574, -1.099)
O (-1.790, -1.015, -1.936)

As for the electronic energy: -9399.6202 eV. For the strongest force on any atom, the calculation gives 1.00 eV Å⁻¹. For the HOMO energy, the calculation gives -3.6 eV. The calculation puts the orbital gap at 7.95 eV. The energy relative to the best compared isomer or geometry (same formula, charge and spin) comes out at 10.3 kJ/mol. As for the net charge: -1.

***

(4)
# C23H22F2IrN3O10P2S3

C23H22F2IrN3O10P2S3 as an isolated structure in a non-equilibrium geometry (ωB97M-V/def2-TZVPD, OMol25).

Geometry (Å):
Ir (-0.529, 0.466, 0.400)
C (-4.677, 1.546, -0.691)
C (-3.647, 2.543, -0.154)
O (-4.079, 3.890, -0.260)
P (-3.282, 2.192, 1.591)
O (-2.456, 3.417, 2.129)
O (-4.612, 2.316, 2.440)
O (-2.655, 0.843, 1.667)
P (-2.011, 2.280, -0.960)
O (-2.146, 3.245, -2.196)
O (-0.884, 2.700, -0.008)
O (-1.851, 0.800, -1.290)
H (-5.648, 1.772, -0.249)
H (-4.391, 0.521, -0.464)
H (-4.754, 1.635, -1.776)
H (-3.926, 4.190, -1.167)
H (-1.713, 3.575, 1.514)
H (-4.964, 1.450, 2.669)
H (-1.326, 3.201, -2.722)
F (-1.957, -4.649, -0.124)
C (-1.540, -3.657, 0.691)
C (-1.285, -2.416, 0.145)
C (-0.876, -1.376, 0.980)
C (-0.784, -1.619, 2.370)
C (-1.000, -2.908, 2.837)
F (-0.837, -3.174, 4.157)
C (-1.379, -3.954, 2.030)
C (-0.519, -0.460, 3.213)
C (-0.628, -0.359, 4.597)
C (-0.384, 0.861, 5.198)
C (-0.031, 1.962, 4.429)
C (0.048, 1.796, 3.065)
N (-0.192, 0.618, 2.487)
H (-1.396, -2.272, -0.911)
H (-1.554, -4.941, 2.430)
H (-0.907, -1.219, 5.183)
H (-0.468, 0.954, 6.273)
H (0.172, 2.927, 4.868)
H (0.325, 2.603, 2.399)
S (2.510, 0.337, 1.305)
C (3.091, -0.996, 0.533)
N (2.399, -2.103, 0.251)
C (3.065, -3.195, -0.439)
C (4.351, -2.615, -1.036)
S (4.740, -1.136, -0.050)
H (1.392, -2.094, 0.364)
H (2.406, -3.581, -1.218)
H (3.285, -3.999, 0.267)
H (4.208, -2.313, -2.073)
H (5.178, -3.319, -0.975)
O (0.581, -1.971, -1.973)
C (0.974, -0.833, -2.080)
N (0.699, 0.249, -1.256)
S (1.333, 1.653, -1.907)
O (0.310, 2.344, -2.676)
O (2.051, 2.426, -0.947)
C (2.355, 0.854, -3.066)
C (3.310, 1.407, -3.895)
C (3.908, 0.552, -4.811)
C (3.534, -0.790, -4.894)
C (2.561, -1.315, -4.051)
C (1.980, -0.463, -3.131)
H (3.590, 2.449, -3.827)
H (4.671, 0.935, -5.476)
H (4.009, -1.428, -5.627)
H (2.252, -2.350, -4.101)

As for the electronic energy: -108516.6246 eV. For the strongest force on any atom, the calculation gives 3.63 eV Å⁻¹. For the HOMO energy, the calculation gives -7.5 eV. The calculation puts the orbital gap at 6.79 eV. The energy relative to the best compared isomer or geometry (same formula, charge and spin) comes out at 350.1 kJ/mol.